DFT (wB97M-V/def2-TZVPD) results for a molecular structure, C21H43N2OP3Yb.

```
71
Properties=species:S:1:pos:R:3:forces:R:3:lowdin_spin:R:1
Yb -0.38605 0.90301 1.55000 1.555 -2.015 -1.337 0.00
P -2.13857 -0.78421 -0.81422 -1.685 0.108 -0.650 0.00
P -0.78314 -1.97720 1.42327 -0.241 -0.857 0.709 0.00
P -0.02178 1.15980 -1.61610 0.579 0.803 -1.109 0.00
H 4.76362 -0.98847 3.72236 -1.156 0.721 -0.635 0.00
C 4.38937 0.00084 3.33989 -0.102 -0.236 0.333 0.00
C 3.30170 0.68561 3.78687 1.155 -0.130 -0.452 0.00
H 2.45421 0.28525 4.36401 0.966 -0.056 0.186 0.00
C -1.34281 -1.92688 -2.04865 0.103 0.266 0.054 0.00
C -3.49978 -1.92952 -0.30697 0.103 -0.199 0.003 0.00
C -3.29798 0.20122 -1.86467 -0.022 0.166 -0.341 0.00
C 0.66755 -1.59976 2.48773 0.437 -0.931 1.057 0.00
C -2.00037 -2.83999 2.50794 -0.024 -0.063 0.957 0.00
C -0.36549 -3.55886 0.57035 0.552 -0.391 -0.180 0.00
C 1.48938 2.11793 -1.30810 0.548 0.274 -0.343 0.01
C -1.01171 2.32433 -2.64315 -0.514 0.447 0.253 0.00
C 0.53150 0.34493 -3.17442 0.126 -0.758 0.080 0.00
H 5.10223 0.43203 2.60013 -0.442 0.224 1.058 0.00
H 3.33709 1.78250 3.69594 -0.454 -0.465 -0.557 0.00
H -2.14650 -2.38494 -2.62860 0.118 -0.130 0.018 0.00
H -0.74195 -2.69273 -1.55525 -0.261 0.317 -0.397 0.00
H -0.67073 -1.41575 -2.73077 -0.375 -0.233 0.156 0.00
H -4.06695 -2.20879 -1.21100 0.133 0.009 0.456 0.00
H -4.15450 -1.35762 0.37274 0.116 -0.467 -0.129 0.00
H -3.12221 -2.83836 0.17689 -0.393 0.229 -0.263 0.00
H -3.31361 -0.19266 -2.89586 -0.174 0.341 0.297 0.00
H -3.03124 1.26527 -1.85374 -0.303 -0.416 -0.122 0.00
H -4.30317 0.08489 -1.42795 0.347 0.164 -0.292 0.00
H 0.61788 -2.35525 3.28079 0.548 0.226 0.168 0.00
H 0.68587 -0.61821 3.04117 -0.079 -0.731 -0.375 0.00
H 1.62418 -1.71805 1.95022 -0.372 0.158 0.181 0.00
H -1.62095 -3.86113 2.65504 -0.236 0.369 0.209 0.00
H -2.98318 -2.93282 2.02461 0.420 0.233 0.338 0.00
H -2.11106 -2.40504 3.51027 -0.133 0.129 -0.293 0.00
H -0.59045 -4.39871 1.24136 0.305 0.322 -0.133 0.00
H 0.69956 -3.63066 0.30708 -0.355 0.115 -0.262 0.00
H -1.00997 -3.70719 -0.30960 0.433 -0.022 0.581 0.00
H 1.78737 2.60054 -2.25260 0.099 0.185 0.480 0.00
H 2.29055 1.42075 -1.02386 -0.629 0.281 -0.126 0.00
H 1.35783 2.86069 -0.51189 0.118 0.076 -0.172 0.00
H -0.37179 2.95283 -3.28193 -0.074 -0.175 0.358 0.00
H -1.67647 2.94942 -2.03877 0.113 0.074 -0.239 0.00
H -1.62870 1.70531 -3.31211 0.137 0.397 0.311 0.00
H 1.08213 1.02216 -3.83477 -0.018 0.099 0.301 0.00
H -0.39510 0.06702 -3.69821 0.603 -0.054 -0.001 0.00
H 1.12926 -0.55257 -2.97887 -0.059 0.099 -0.274 0.00
C 4.32037 -0.31412 -0.41852 -1.834 -0.358 -1.199 0.30
C 5.39438 -1.16269 -0.76080 0.211 -0.341 0.067 0.11
C 6.03567 -0.82267 -1.95428 -0.766 -1.799 1.089 0.04
C 5.78615 0.42399 -2.54295 0.645 1.106 -0.678 0.26
C 5.13447 1.43587 -1.79202 -0.325 0.484 1.757 0.02
C 4.41219 1.09191 -0.62665 0.774 1.120 -0.979 0.14
O 3.02197 -0.90204 -0.44347 2.071 0.669 -0.499 0.09
H 3.00922 -1.27262 -1.38374 -0.244 0.069 1.684 0.01
H 5.50286 -2.03050 -0.07145 0.098 0.064 -1.396 0.01
H 6.51032 -1.65731 -2.46221 0.639 0.486 -0.027 0.00
H 6.23998 0.72117 -3.52640 -0.477 -0.564 1.060 0.01
H 5.29822 2.48708 -2.08459 -0.492 -0.625 0.161 0.00
H 3.87280 1.78818 0.05084 0.553 -0.424 -0.880 0.00
C -5.58383 1.76920 2.32605 -0.091 0.016 -0.153 0.00
N -4.22099 2.16812 1.91136 0.210 0.265 -0.763 0.00
C -3.95807 3.36436 1.25444 0.299 -0.182 0.428 0.00
C -2.62859 3.35805 0.94612 -0.286 -0.653 -0.082 0.00
N -2.09285 2.12860 1.28556 -2.346 1.289 0.796 0.00
C -3.08636 1.44236 1.89278 -0.520 0.850 -0.381 0.00
H -6.16566 2.68892 2.52506 0.395 -0.596 0.029 0.00
H -6.05803 1.22613 1.49240 0.147 0.155 0.435 0.00
H -5.52568 1.14134 3.22365 -0.090 0.249 -0.289 0.00
H -4.73254 4.10126 1.07658 0.200 -0.127 0.190 0.00
H -1.99099 4.10887 0.52039 -0.182 0.216 -0.193 0.00
H -3.02009 0.42557 2.27525 -0.104 0.122 -0.033 0.00
```
Forces are in eV/Å.

As for the multiplicity: 2. Its net charge is +3. The value obtained for the total energy is -86866.754 eV. Its gap between HOMO and LUMO (spin up / spin down) is 5.016 / 2.990 eV. For the relative energy (zero: lowest compared OMol25 entry of this formula, charge and spin), the calculation gives 7.632 eV. As for the expectation value of S²: 0.771.